[1]
Computed, not measured: an isolated molecule of C17H20N2O2S, with ωB97M-V/def2-TZVPD.

Geometry as XYZ:
```
42
Properties=species:S:1:pos:R:3
C -2.704 1.737 3.682
O -1.893 1.839 2.539
C -0.837 0.974 2.404
C -0.596 -0.082 3.267
C 0.506 -0.907 3.089
C 1.372 -0.674 2.042
C 1.133 0.371 1.164
C 0.033 1.208 1.314
N -0.230 2.304 0.475
C 0.823 2.805 -0.386
C 0.725 2.200 -1.807
N -0.032 0.964 -1.757
C 0.609 -0.206 -1.988
O 1.779 -0.242 -2.311
C -0.228 -1.478 -1.816
C 0.580 -2.677 -2.168
C 1.369 -3.424 -1.351
C 2.038 -4.468 -2.030
C 1.751 -4.495 -3.355
S 0.661 -3.243 -3.802
C -1.404 1.128 -1.326
C -1.471 2.253 -0.267
H -3.259 0.793 3.705
H -3.410 2.564 3.614
H -2.120 1.837 4.602
H -1.257 -0.268 4.098
H 0.676 -1.721 3.776
H 2.235 -1.305 1.892
H 1.815 0.511 0.341
H 0.705 3.893 -0.447
H 1.791 2.602 0.070
H 1.710 1.967 -2.211
H 0.217 2.892 -2.487
H -1.114 -1.415 -2.450
H -0.533 -1.549 -0.768
H 1.467 -3.235 -0.297
H 2.702 -5.163 -1.550
H 2.111 -5.170 -4.105
H -1.763 0.200 -0.882
H -2.042 1.373 -2.186
H -1.611 3.227 -0.742
H -2.303 2.079 0.412
```

Calculated values
E ... -1317.96246 Ha
LUMO ... 0.68 eV
Structure (SMILES) ... COc1ccccc1N1CCN(C(=O)Cc2cccs2)CC1

=====

[2]
Computed, not measured: a cluster of 2 separate species, C17H20N2O4S2 in total at a distorted geometry, with ωB97M-V/def2-TZVPD.

Geometry as XYZ:
```
45
Properties=species:S:1:pos:R:3
O 2.768 0.665 0.908
S 2.342 0.149 -0.378
O 2.332 0.984 -1.558
C 0.736 -0.621 -0.246
C -0.428 -0.034 -0.651
C -1.703 -0.731 -0.706
C -2.119 -1.583 0.343
C -3.299 -2.316 0.236
C -4.074 -2.278 -0.934
C -3.664 -1.437 -1.981
C -2.542 -0.614 -1.842
S 0.872 -2.397 -0.163
O 0.127 -2.968 -1.260
O 0.702 -2.863 1.193
C 2.626 -2.530 -0.591
C 3.253 -3.746 -0.855
C 4.593 -3.748 -1.250
C 5.280 -2.536 -1.400
C 4.635 -1.324 -1.145
C 3.305 -1.337 -0.726
H -0.368 0.953 -1.098
H -1.525 -1.624 1.263
H -3.580 -2.971 1.062
H -4.974 -2.892 -1.022
H -4.216 -1.438 -2.925
H -2.245 0.084 -2.637
H 2.689 -4.666 -0.739
H 5.098 -4.695 -1.447
H 6.322 -2.533 -1.721
H 5.140 -0.370 -1.268
C -2.060 3.796 3.237
N -1.214 2.873 2.482
N -0.995 3.110 1.155
C 0.385 3.252 0.785
C -2.111 3.398 0.290
H -2.517 3.264 4.073
H -1.456 4.606 3.663
H -2.843 4.201 2.594
H -0.333 2.670 2.962
H 0.505 3.933 -0.067
H 0.953 3.640 1.645
H 0.844 2.281 0.552
H -1.852 4.185 -0.436
H -2.407 2.497 -0.280
H -2.980 3.711 0.881
```

Calculated values
E ... -1866.47266 Ha
LUMO ... -0.60 eV
Structure (SMILES) ... O=S1(=O)C(=Cc2ccccc2)S(=O)(=O)c2ccccc21.CNN(C)C

=====

[3]
Computed, not measured: an isolated molecule of C17H20N2O6S at a distorted geometry, with ωB97M-V/def2-TZVPD.

Geometry as XYZ:
```
46
Properties=species:S:1:pos:R:3
C 3.796 3.967 1.004
C 3.341 2.735 0.310
C 3.697 1.433 0.444
C 2.925 0.707 -0.517
C 2.927 -0.726 -0.750
O 2.488 -1.297 -1.719
O 3.443 -1.401 0.318
C 3.357 -2.812 0.250
C 1.914 -3.334 0.203
O 1.657 -4.461 -0.138
N 0.999 -2.403 0.602
C -0.340 -2.340 0.218
C -1.102 -3.471 -0.061
C -2.414 -3.333 -0.484
C -2.981 -2.077 -0.641
C -2.212 -0.964 -0.361
S -2.884 0.672 -0.623
O -3.644 0.689 -1.835
O -1.814 1.629 -0.487
N -3.972 0.788 0.665
C -3.285 0.948 1.924
C -5.039 1.738 0.440
C -0.910 -1.077 0.074
C 2.139 1.642 -1.160
C 1.083 1.491 -2.185
O 2.392 2.856 -0.655
H 4.515 3.710 1.775
H 4.261 4.651 0.295
H 2.948 4.480 1.456
H 4.421 1.018 1.114
H 3.863 -3.190 1.141
H 3.862 -3.191 -0.645
H 1.381 -1.509 0.889
H -0.652 -4.446 0.030
H -2.995 -4.215 -0.703
H -3.990 -1.943 -0.992
H -2.760 1.909 1.982
H -4.009 0.880 2.736
H -2.561 0.142 2.023
H -5.370 1.614 -0.588
H -4.709 2.772 0.589
H -5.862 1.518 1.120
H -0.342 -0.177 0.259
H 0.101 1.664 -1.738
H 1.120 0.489 -2.600
H 1.221 2.225 -2.977
```

Calculated values
E ... -1618.95641 Ha
LUMO ... 0.53 eV
Structure (SMILES) ... Cc1cc(C(=O)OCC(=O)Nc2cccc(S(=O)(=O)N(C)C)c2)c(C)o1

=====

[4]
Computed, not measured: an isolated molecule of C17H20N2OS, with ωB97M-V/def2-TZVPD.

Geometry as XYZ:
```
41
Properties=species:S:1:pos:R:3
C 6.346 1.817 0.358
O 4.972 2.118 0.330
C 4.102 1.146 -0.063
C 4.462 -0.133 -0.471
C 3.484 -1.037 -0.846
C 2.140 -0.697 -0.831
C 1.111 -1.722 -1.255
N -0.234 -1.413 -0.840
C -0.662 -1.668 0.414
S 0.171 -2.616 1.483
N -1.838 -1.119 0.817
C -2.749 -0.351 0.076
C -3.118 -0.739 -1.210
C -4.036 0.012 -1.917
C -4.604 1.131 -1.337
C -4.262 1.522 -0.048
C -4.918 2.728 0.555
C -3.312 0.789 0.665
C -2.886 1.191 2.047
C 1.788 0.584 -0.425
C 2.752 1.494 -0.044
H 6.724 1.566 -0.638
H 6.839 2.721 0.712
H 6.563 0.994 1.047
H 5.495 -0.441 -0.494
H 3.775 -2.032 -1.152
H 1.113 -1.822 -2.346
H 1.373 -2.690 -0.817
H -0.705 -0.673 -1.344
H -2.050 -1.279 1.791
H -2.711 -1.646 -1.631
H -4.322 -0.287 -2.914
H -5.332 1.706 -1.889
H -5.695 3.106 -0.104
H -5.369 2.483 1.516
H -4.192 3.525 0.716
H -3.012 2.259 2.200
H -1.838 0.946 2.214
H -3.482 0.671 2.798
H 0.750 0.884 -0.392
H 2.482 2.487 0.278
```

Calculated values
E ... -1242.75355 Ha
LUMO ... 0.68 eV
Structure (SMILES) ... COc1ccc(CNC(=S)Nc2cccc(C)c2C)cc1

=====

[5]
Computed, not measured: a structure of composition C17H20N3O4PS2Sn at a distorted geometry, with ωB97M-V/def2-TZVPD.

Geometry as XYZ:
```
48
Properties=species:S:1:pos:R:3
N -5.024 -1.385 0.089
C -3.713 -1.791 0.069
C -2.515 -1.033 -0.755
C -1.163 -1.969 -0.760
C -0.835 -2.982 -2.006
P -1.917 -3.250 -3.555
N -3.600 -2.700 -3.332
O -2.043 -5.016 -3.691
C 0.565 -3.870 -1.915
C 1.638 -3.731 -0.655
C 1.325 -2.700 0.608
C -0.114 -1.854 0.493
S -0.422 -0.674 1.966
C 1.320 0.071 2.221
C 1.537 1.665 2.528
C 0.141 2.583 2.610
C -0.511 2.787 1.106
C 0.370 3.863 0.176
S -0.485 4.038 -1.515
O -0.892 2.672 -2.138
O -1.740 4.979 -1.390
O 0.590 4.795 -2.633
C 3.056 2.279 2.693
C 4.308 1.196 2.525
C 4.080 -0.427 2.231
C 2.556 -1.045 2.062
N 2.265 -2.530 1.780
H -5.111 -0.534 -0.518
H -3.393 -2.733 0.721
H -2.276 -0.027 -0.158
H -2.839 -0.659 -1.841
H -4.168 -3.177 -4.083
H -3.697 -1.669 -3.572
H -1.479 -5.334 -4.460
H 0.845 -4.639 -2.755
H 2.628 -4.390 -0.640
H 0.402 3.644 3.037
H -0.647 2.112 3.370
H -0.528 1.788 0.461
H -1.653 3.129 1.158
H 0.384 4.883 0.750
H 1.424 3.384 0.005
H 0.101 4.843 -3.510
H 3.208 3.436 2.889
H 5.394 1.662 2.614
H 5.012 -1.132 2.126
H 3.160 -3.040 1.557
Sn 4.456 4.479 4.038
```

Calculated values
Charge ... +2
E ... -2475.55746 Ha
LUMO ... -10.41 eV

=====

[6]
Computed, not measured: the ion C17H20N4O9P with charge -1 at a distorted geometry, with ωB97M-V/def2-TZVPD.

Geometry as XYZ:
```
51
Properties=species:S:1:pos:R:3
C -1.314 -4.559 -0.079
C -0.507 -3.342 0.249
C 0.762 -3.198 -0.248
C 1.514 -2.028 -0.032
N 2.741 -1.939 -0.568
C 3.390 -0.817 -0.449
C 4.738 -0.686 -1.041
O 5.375 -1.584 -1.550
N 5.228 0.591 -0.953
C 4.606 1.720 -0.373
O 5.178 2.786 -0.421
N 3.405 1.533 0.209
C 2.842 0.344 0.204
N 1.655 0.197 0.852
C 1.105 1.379 1.484
C 0.373 2.250 0.432
O 1.062 3.449 0.188
C -1.061 2.613 0.900
O -1.658 1.570 1.612
C -1.936 3.121 -0.283
O -3.293 3.116 0.071
C -1.706 2.378 -1.616
O -1.513 0.998 -1.486
P -2.931 0.128 -1.345
O -3.393 0.239 0.077
O -3.830 0.448 -2.475
O -2.265 -1.348 -1.533
C 0.941 -0.966 0.729
C -0.319 -1.162 1.289
C -1.050 -2.310 1.052
C -2.428 -2.370 1.607
H -0.756 -5.220 -0.738
H -1.578 -5.110 0.823
H -2.233 -4.257 -0.579
H 1.220 -3.964 -0.854
H 6.143 0.758 -1.356
H 0.419 1.095 2.278
H 1.938 1.952 1.895
H 0.305 1.650 -0.484
H 1.988 3.224 0.006
H -0.955 3.444 1.611
H -2.253 1.042 1.017
H -1.678 4.173 -0.455
H -3.587 2.186 0.110
H -0.817 2.783 -2.113
H -2.583 2.563 -2.249
H -2.137 -1.435 -2.474
H -0.796 -0.382 1.856
H -2.457 -1.948 2.610
H -2.841 -3.373 1.620
H -3.055 -1.732 0.977
```

Calculated values
Charge ... -1
E ... -1897.67332 Ha
LUMO ... 1.14 eV
Structure (SMILES) ... Cc1cc2nc3c(=O)[nH]c(=O)nc-3n(C[C@H](O)[C@H](O)[C@H](O)CO[P@@](=O)([O-])O)c2cc1C

=====

[7]
Computed, not measured: a structure of composition C17H21CeCl3O4 at a distorted geometry, with ωB97M-V/def2-TZVPD.

Geometry as XYZ:
```
46
Properties=species:S:1:pos:R:3
C -0.892 0.604 -3.543
C -1.708 -0.531 -3.293
C -0.856 -1.664 -3.140
C -3.171 -0.532 -3.169
C 0.491 -1.206 -3.201
C 0.465 0.193 -3.455
C 1.648 1.059 -3.626
C -1.386 1.955 -3.881
C -1.295 -3.048 -2.912
C 1.711 -2.005 -2.989
Ce 1.363 1.417 0.849
Cl -2.420 -1.738 -0.066
Cl -0.521 2.630 -0.406
O 1.283 -0.407 -0.219
H -3.548 0.494 -3.140
H -3.451 -1.025 -2.224
H -3.644 -1.060 -4.007
H -1.837 -3.112 -1.950
H -0.433 -3.720 -2.867
H -1.981 -3.371 -3.708
H 1.474 -3.072 -2.984
H 2.170 -1.747 -2.023
H 2.446 -1.808 -3.782
H 2.522 0.632 -3.118
H 1.463 2.060 -3.211
H 1.904 1.171 -4.693
H -2.099 2.311 -3.128
H -1.896 1.945 -4.855
H -0.559 2.669 -3.935
H 0.509 -1.007 -0.183
O 3.185 2.268 0.623
H 4.095 2.598 0.628
Cl -0.255 -0.264 9.282
C 0.019 0.111 7.636
C -0.008 -0.918 6.683
C 0.241 -0.612 5.343
C 0.513 0.703 4.973
C 0.533 1.729 5.914
C 0.266 1.442 7.256
C 0.802 0.994 3.540
O 0.720 0.034 2.681
O 1.127 2.172 3.142
H -0.218 -1.938 6.998
H 0.225 -1.374 4.570
H 0.758 2.742 5.585
H 0.249 2.227 8.006
```

Calculated values
Charge ... -2
E ... -2817.19425 Ha
LUMO (alpha / beta) ... 3.44 / 3.44 eV

=====

[8]
Computed, not measured: a structure of composition C17H21Cl3O4Os at a distorted geometry, with ωB97M-V/def2-TZVPD.

Geometry as XYZ:
```
46
Properties=species:S:1:pos:R:3
C -0.706 0.918 -2.681
C -1.524 -0.241 -2.528
C -0.729 -1.334 -2.154
C -2.991 -0.294 -2.762
C 0.644 -0.930 -2.125
C 0.685 0.522 -2.543
C 1.896 1.102 -3.231
C -1.269 2.240 -3.028
C -1.269 -2.679 -1.864
C 1.790 -1.869 -2.234
Os 0.603 0.657 -0.465
Cl -1.791 0.615 0.211
Cl 0.004 2.846 0.038
O 2.436 -0.006 -0.367
H -3.504 0.652 -2.515
H -3.466 -1.076 -2.140
H -3.225 -0.537 -3.814
H -2.098 -2.609 -1.155
H -0.519 -3.317 -1.403
H -1.663 -3.192 -2.749
H 1.743 -2.579 -1.406
H 2.739 -1.341 -2.197
H 1.747 -2.444 -3.164
H 2.811 0.573 -2.918
H 2.028 2.177 -3.011
H 1.741 0.891 -4.299
H -2.149 2.475 -2.408
H -1.607 2.208 -4.071
H -0.534 3.041 -2.911
H 2.590 0.350 0.503
O 1.994 2.174 -0.888
H 2.121 3.094 -0.478
Cl 0.075 0.453 8.318
C 0.046 0.167 6.634
C -0.126 -1.137 6.153
C -0.102 -1.369 4.762
C 0.085 -0.306 3.853
C 0.219 0.982 4.360
C 0.213 1.233 5.744
C 0.241 -0.567 2.332
O -0.110 -1.677 1.933
O 0.766 0.436 1.675
H -0.277 -1.936 6.860
H -0.226 -2.371 4.337
H 0.330 1.781 3.664
H 0.337 2.224 6.130
```

Calculated values
Charge ... -2
E ... -2432.50826 Ha
⟨S²⟩ ... 6.04
2S+1 ... 5
LUMO (alpha / beta) ... 4.08 / 4.08 eV